1.
# C14H25BBrF3N3O5P

An isolated molecule of C14H25BBrF3N3O5P in a non-equilibrium geometry (wB97M-V/def2-TZVPD, OMol25).

Calculated values
E_LUMO in eV: 0.126
Frontier orbital gap in eV: 7.453

Geometry as ORCA input:
```
! RIJCOSX wB97M-V def2-TZVPD def2/J DEFGRID3
* xyz 0 1
C -0.086 -2.195 -1.470
B 2.377 -2.715 0.826
N -2.345 2.382 -1.597
O -0.192 1.163 0.278
H 1.252 1.701 -1.357
H -1.427 -1.292 -0.238
H -2.211 0.776 0.896
O -3.206 -0.100 -1.156
Br 0.209 2.838 -3.823
H -1.483 2.863 -1.363
O 1.809 -3.921 1.112
C -0.359 -1.129 -0.409
H 0.627 0.290 -5.264
H -2.739 2.746 -2.452
O 0.180 -1.362 0.844
C -1.709 -0.413 3.033
H 0.850 -1.000 -4.119
O 2.825 1.515 2.159
H 4.460 -1.893 0.703
C 0.877 0.773 -1.786
H 0.081 4.205 0.990
C -1.303 1.323 1.134
H 1.709 0.091 -1.651
H -0.715 -0.197 -4.278
C 1.558 -1.343 1.094
N 2.341 -0.194 0.535
F 1.138 -2.232 -1.980
N -2.531 -0.179 4.242
H -4.004 0.437 -1.214
H -0.945 -1.139 3.311
C 0.840 1.036 -3.305
H 1.892 1.132 -3.558
H 3.836 -2.436 -0.832
C -0.494 3.618 1.696
H 0.131 0.730 2.719
H -1.238 1.619 3.313
H 4.302 -3.639 0.382
H -0.248 3.587 2.752
F -1.010 -2.173 -2.404
H -2.509 3.244 0.965
F -0.255 -3.390 -0.871
C 2.646 0.655 1.359
H -2.292 -0.852 2.223
H 2.151 -4.542 0.463
H 1.653 -1.241 2.189
C 3.845 -2.659 0.236
C -0.940 0.858 2.593
P -1.952 0.725 -1.886
C 0.357 -0.040 -4.260
C -1.547 2.827 1.249
C -0.358 0.381 -0.920
H -2.352 -0.907 4.920
H -3.496 -0.334 3.976
*
```

Mulliken atomic charge list, values in e, 4 entries:
1. C 0.335
2. B 0.711
3. N -0.581
4. O -0.164

=====

2.
# C14H25Cl8NO5

A cluster of 5 separate species, C14H25Cl8NO5 in total in a non-equilibrium geometry (wB97M-V/def2-TZVPD, OMol25).

Calculated values
E_LUMO in eV: 0.096
Frontier orbital gap in eV: 10.511

Geometry as ORCA input:
```
! RIJCOSX wB97M-V def2-TZVPD def2/J DEFGRID3
* xyz 0 1
C -1.550 2.145 2.460
Cl -1.610 -5.022 -4.037
Cl 3.602 0.302 -2.455
C -1.780 -0.609 2.554
Cl -2.881 -3.600 -1.832
C -0.560 3.202 0.490
H -5.232 -4.073 -0.823
O -0.911 2.776 -0.739
H -6.412 -2.951 -1.559
H 5.700 0.481 -3.525
O -1.600 3.281 1.527
Cl -0.058 -0.602 -5.346
H -0.438 2.035 2.817
H 1.177 -0.760 3.751
Cl 4.311 -0.490 -5.170
H 3.315 0.361 4.263
H 3.251 2.630 2.353
H -1.893 -2.692 -3.775
C 3.472 1.460 2.269
H 1.837 1.526 3.887
C -6.163 -3.524 -0.663
H -1.626 -0.444 3.709
H -0.678 -3.357 -2.646
H -1.773 0.687 0.673
Cl -7.463 -4.677 -0.338
H 1.176 4.768 0.303
H 0.036 0.622 -3.328
H 0.780 0.842 1.420
C 1.016 3.650 0.683
C 4.661 0.616 -3.835
H -3.344 0.900 1.700
O 0.861 -1.403 -1.678
C 2.559 0.718 3.411
O 1.684 -0.880 0.656
N 1.835 -0.526 2.948
H 1.754 2.910 0.116
H -2.703 -1.346 2.386
H 1.654 0.099 -3.879
C 0.692 0.510 -4.195
H 1.261 3.578 1.836
H 4.635 1.306 2.411
H -2.191 2.437 3.424
C -1.656 -3.521 -3.104
C 0.914 -0.269 1.773
Cl -5.949 -2.409 0.692
C -0.395 -1.258 1.881
Cl 0.957 2.098 -4.924
H 3.225 1.168 1.163
C -2.170 0.785 1.771
C 0.695 -1.312 -0.352
H 4.508 1.643 -4.175
H -0.043 -2.137 2.581
O -0.485 -1.675 0.467
*
```

Mulliken atomic charge list, values in e, 4 entries:
1. C -0.044
2. Cl -0.175
3. Cl -0.046
4. C -0.442

=====

3.
# C14H25ClF7GaNO12S3

A structure of composition C14H25ClF7GaNO12S3 in a non-equilibrium geometry (wB97M-V/def2-TZVPD, OMol25).

Calculated values
E_LUMO in eV: 1.917
Frontier orbital gap in eV: 6.794

Geometry as ORCA input:
```
! RIJCOSX wB97M-V def2-TZVPD def2/J DEFGRID3
* xyz -1 1
H -1.807 2.905 3.650
F 0.332 -1.611 -0.096
O 4.272 0.003 2.871
Ga -0.267 1.745 -0.559
C -2.179 4.670 -4.679
O 4.595 -2.207 1.839
H -1.867 4.444 -5.697
H 4.452 -2.725 4.541
O -2.947 6.353 -3.258
O -1.132 -8.229 1.219
H 1.989 2.694 -1.393
F -2.761 -0.469 -0.854
S 5.298 -0.887 2.441
H 4.255 -4.123 2.557
O 5.958 -1.581 3.743
C 5.034 -3.363 2.554
H -0.539 1.472 2.121
C -2.658 2.628 3.005
H 6.042 -3.522 4.478
H -4.099 5.688 -4.849
O -0.652 7.178 -2.838
O 6.345 -0.483 1.570
H -3.482 3.342 3.184
H -1.160 2.806 -1.370
F -0.270 -2.294 -2.042
C 1.590 2.621 -0.359
F -2.013 -1.925 0.610
H -1.817 0.537 1.311
C -0.177 0.050 -1.767
O -1.046 4.979 -3.872
H 5.923 -3.757 2.055
F -2.533 -2.507 -1.360
C -1.628 -5.559 -0.947
S -1.463 6.012 -2.705
O -2.953 -8.563 -0.452
C 5.359 -2.863 3.948
S -2.023 -7.725 0.227
C -3.061 5.902 -4.607
C -1.988 -1.500 -0.652
C -0.497 -1.308 -1.103
O -1.593 5.300 -1.486
H -2.409 -5.514 -1.709
O -2.823 -6.470 0.841
H 3.240 1.120 -0.114
C -2.209 2.655 1.521
F 1.140 -0.074 -2.192
H -2.945 1.593 3.266
H 2.769 0.610 2.162
H 3.334 2.557 0.918
N 2.046 1.099 1.629
C -2.184 -5.252 0.428
H -3.080 2.609 0.849
H -0.816 -4.890 -1.222
H -2.896 -4.431 0.416
H -2.677 3.797 -4.250
C 2.620 1.820 0.485
F -0.924 0.116 -2.921
Cl -1.378 4.290 1.307
O -1.158 -6.913 -0.861
H -2.690 6.694 -5.264
H 1.395 0.377 1.332
C -1.213 1.463 1.246
H 1.412 3.644 0.014
H -1.385 -5.029 1.139
*
```

Mulliken atomic charge list, values in e, 4 entries:
1. H 0.339
2. F -0.303
3. O -0.634
4. Ga -0.817

=====

4.
# C14H25F6N2O6PPd

A structure of composition C14H25F6N2O6PPd in a non-equilibrium geometry (wB97M-V/def2-TZVPD, OMol25).

Calculated values
E_LUMO in eV: 5.157
Frontier orbital gap in eV: 5.424

Geometry as ORCA input:
```
! RIJCOSX wB97M-V def2-TZVPD def2/J DEFGRID3
* xyz -2 1
Pd 0.203 -0.644 0.062
C -2.313 -3.676 0.262
H 5.047 -1.581 1.608
C 2.921 -1.717 1.354
H 4.179 -0.527 3.706
H 2.064 -2.529 -1.388
H 4.518 -2.923 0.576
O 0.857 0.465 3.258
C 3.158 -0.921 3.790
H 2.273 0.720 -0.585
C -1.449 3.017 -2.838
C 4.283 -2.350 1.466
O -0.750 2.344 -0.312
C -2.750 -2.501 -0.667
C 2.839 2.791 -0.412
H -3.074 4.394 -2.502
C -2.843 3.337 -2.331
H -2.901 3.123 -1.265
F -2.510 -4.923 -0.266
F -2.313 -1.699 -2.870
C 2.392 1.595 -1.234
H 2.062 3.055 0.308
F -0.788 -2.995 -2.051
C -2.110 -2.761 -2.078
O 2.786 -2.560 -0.749
P -0.234 1.129 -1.334
H -1.100 1.123 1.326
O -1.127 1.655 -2.616
H 0.291 2.171 1.482
O 1.169 1.871 -1.894
H 3.135 1.356 -2.001
H -1.196 4.186 1.555
H -1.403 3.170 -3.922
C -4.281 -2.650 -0.869
H 3.230 -1.920 4.236
C -1.591 3.185 1.749
H -4.595 -3.648 -1.191
O -2.404 -1.336 -0.161
N 1.321 -0.234 2.290
F -1.029 -3.626 0.624
H 2.590 -0.278 4.462
H -1.603 3.014 2.828
H 3.030 3.662 -1.046
C -0.730 2.123 1.099
N 2.186 -1.832 0.309
H -4.750 -2.402 0.082
H -3.584 2.723 -2.848
H 4.320 -3.008 2.337
H -2.616 3.140 1.370
F -2.651 -3.827 -2.749
F -3.040 -3.653 1.404
H -4.588 -1.913 -1.612
C 2.425 -0.928 2.479
H 3.750 2.547 0.142
H -0.706 3.668 -2.374
*
```

Mulliken atomic charge list, values in e, 4 entries:
1. Pd -0.591
2. C 0.547
3. H 0.263
4. C 0.247

=====

5.
# C14H25FN2O12P4

A cluster of 3 separate species, C14H25FN2O12P4 in total in a non-equilibrium geometry (wB97M-V/def2-TZVPD, OMol25).

Calculated values
E_LUMO in eV: -2.516
Frontier orbital gap in eV: 6.248

Geometry as ORCA input:
```
! RIJCOSX wB97M-V def2-TZVPD def2/J DEFGRID3
* xyz 0 1
C 1.691 -3.198 0.190
C 1.686 0.834 1.017
O 1.442 1.807 2.026
O -4.634 4.339 -1.841
C -6.138 4.443 -4.128
H -2.463 4.487 3.502
H -2.214 4.995 -0.044
H -6.331 4.520 -0.705
O -4.736 6.672 -3.019
P 0.051 2.763 1.894
H 4.073 -7.894 -1.812
C 2.152 -5.498 0.058
O -0.850 1.396 1.780
C 5.671 -2.980 0.530
O -4.731 4.600 -4.192
H -1.893 2.823 3.766
H 1.531 1.238 0.016
H 6.498 -2.251 0.677
N 1.089 -4.519 0.043
C -5.288 4.838 -0.683
F 4.044 -1.124 0.528
C -2.280 3.522 3.025
N 6.727 -7.661 0.490
C 4.883 -5.383 0.228
C 4.318 -2.452 0.460
C -1.776 1.238 0.713
O -1.377 3.705 1.929
C 3.542 -4.824 0.199
H -6.635 5.362 -3.818
H -1.812 2.107 0.054
H 1.052 -0.037 1.171
H -4.811 4.404 0.201
H -2.005 4.102 -1.567
C 3.225 -3.390 0.307
H -6.398 3.628 -3.451
H 6.657 -7.991 1.457
H -0.976 5.505 -1.200
H -1.494 0.358 0.133
H -3.226 3.143 2.635
H 0.224 -5.992 2.005
O 1.121 -2.150 0.186
P -3.956 5.385 -2.910
H 7.041 -4.761 0.477
H -6.484 4.182 -5.129
P 5.097 -7.233 0.044
H 7.301 -6.811 0.491
H -1.383 -5.003 0.577
O -2.922 5.991 -1.703
H -5.245 5.925 -0.609
O 2.064 -6.697 0.009
H -2.770 1.073 1.134
P -0.151 -4.820 1.269
O 4.950 -7.528 -1.609
C -1.979 5.089 -1.104
O 0.405 3.299 0.524
C 5.984 -4.408 0.416
O -0.281 -3.693 2.249
H 2.723 0.523 1.106
*
```

Mulliken atomic charge list, values in e, 4 entries:
1. C 0.267
2. C -0.433
3. O -0.483
4. O -0.325

=====

6.
# C14H25I3NO5

A cluster of 2 separate species, C14H25I3NO5 in total in a non-equilibrium geometry (wB97M-V/def2-TZVPD, OMol25).

Calculated values
E_LUMO in eV: -0.465
Frontier orbital gap in eV: 1.728

Geometry as ORCA input:
```
! RIJCOSX wB97M-V def2-TZVPD def2/J DEFGRID3
* xyz -1 1
H 1.305 -0.921 -0.852
H -0.500 0.391 1.459
H 0.978 1.065 -0.040
O 4.689 -5.783 3.813
C 2.950 -4.667 2.336
C 1.230 2.874 -2.022
H 0.444 -2.743 3.301
C 0.575 1.484 -2.067
C -2.471 -1.463 -1.337
C -0.258 -2.071 2.834
C -0.562 5.886 -1.380
H -0.444 -1.227 3.502
H 1.325 0.783 -2.423
C -3.835 -1.554 -1.952
C -1.824 -0.347 -1.191
C -1.587 5.125 -0.594
H -0.237 1.478 -2.789
I 2.246 -0.754 1.867
C 0.103 1.103 -0.689
H 3.385 -4.457 4.598
H -1.216 -2.556 2.653
H -4.117 -2.591 -2.100
H 2.174 2.842 -2.561
H -2.076 5.815 0.082
C 0.293 -1.577 1.507
N -0.506 -0.273 -0.563
O 1.805 -4.216 2.476
H -0.697 3.701 -2.580
H 3.086 -5.550 1.687
H -0.584 1.821 -0.252
C 3.542 -5.358 3.976
H -1.135 4.293 -0.063
H -4.574 -1.113 -1.287
I -2.978 1.883 -2.013
H -3.847 -1.062 -2.921
H 0.684 4.286 -3.541
C -0.661 -0.550 0.942
H 1.495 3.119 -0.992
I -1.785 -3.523 -0.709
H 3.766 -3.955 2.114
H 0.432 -2.436 0.866
C 0.350 3.998 -2.547
O -0.649 7.046 -1.633
H -1.680 -0.856 1.140
H -2.319 4.691 -1.276
O 0.429 -1.193 -1.181
O 0.537 5.187 -1.755
H 2.720 -6.076 4.153
*
```

Mulliken atomic charge list, values in e, 4 entries:
1. H 0.282
2. H 0.404
3. H 0.396
4. O -0.463

=====

7.
# C14H25N4SSbV

A structure of composition C14H25N4SSbV in a non-equilibrium geometry (wB97M-V/def2-TZVPD, OMol25).

Calculated values
E_LUMO (alpha / beta) in eV: -11.357 / -11.345
Frontier orbital gap (alpha / beta) in eV: 7.492 / 7.108
⟨S²⟩: 2.11

Geometry as ORCA input:
```
! RIJCOSX wB97M-V def2-TZVPD def2/J DEFGRID3
* xyz 3 3
N 3.919 -2.728 1.500
C 0.083 2.747 -3.669
H -1.965 -1.335 -2.405
H -1.251 1.082 -3.227
H -5.121 -1.379 0.493
H 4.016 -3.108 2.434
C -0.814 1.685 0.306
H 3.752 2.391 0.784
H 0.335 0.597 -3.886
C 2.784 -2.345 0.981
C 2.844 1.807 0.627
H 1.646 -2.629 2.686
H -1.512 3.523 1.163
H -0.446 3.470 -3.049
C -0.811 -2.333 3.189
H 2.089 2.197 1.311
H 1.145 2.988 -3.672
H 3.161 1.527 -1.519
H -4.406 -1.334 -1.897
H -1.813 -2.703 3.391
C 2.424 1.939 -0.831
N 1.651 -2.366 1.710
N 0.475 -2.030 1.090
C -3.679 -1.399 -1.098
S 2.694 -1.750 -0.641
H -0.110 -3.095 3.532
H -3.409 -1.669 2.271
C -3.112 -1.603 1.233
C -4.073 -1.446 0.232
N -1.398 -1.542 -0.423
C -0.869 3.207 0.340
C -0.648 -2.005 1.753
V 0.456 -1.777 -0.853
H -0.666 -1.439 3.807
H -0.278 2.874 -4.691
C -0.186 1.310 -3.248
H -1.793 1.256 0.089
H -0.444 1.272 1.247
H 2.234 2.978 -1.100
C -1.781 -1.691 0.872
H 4.766 -2.687 0.946
H 0.111 3.655 0.504
Sb 0.543 0.917 -1.213
C -2.324 -1.420 -1.383
H -1.292 3.618 -0.576
H 3.071 0.773 0.890
*
```

Mulliken atomic charge list, values in e, 4 entries:
1. N -0.339
2. C -1.170
3. H 0.495
4. H 0.394

=====

8.
# C14H25N6O6SeV

A structure of composition C14H25N6O6SeV (wB97M-V/def2-TZVPD, OMol25).

Calculated values
E_LUMO (alpha / beta) in eV: 0.124 / 0.120
Frontier orbital gap (alpha / beta) in eV: 6.252 / 6.857
⟨S²⟩: 2.09

Geometry as ORCA input:
```
! RIJCOSX wB97M-V def2-TZVPD def2/J DEFGRID3
* xyz 0 3
Se -0.998 -1.645 -2.377
H 1.754 -1.894 -1.429
C -0.756 -0.958 3.115
H 0.862 0.790 1.472
O 0.244 -3.010 2.546
C -2.908 0.883 -0.031
H 1.844 -0.845 -3.312
O 0.045 -1.462 0.959
H -0.620 -3.423 3.771
N -1.398 0.896 3.903
H -3.455 -2.545 0.040
H 2.541 -1.471 0.632
O -2.650 -2.540 5.865
C -4.396 -1.399 1.642
H 1.158 2.048 0.496
N -5.079 -0.140 -0.246
H -6.088 -1.883 0.378
C 2.696 0.670 0.471
H 3.377 -0.233 -2.666
H -4.110 -0.585 2.313
O -1.656 0.932 -0.085
C 2.291 -0.250 -2.516
O -3.667 1.809 0.318
H -2.324 -1.545 0.926
H -3.351 -0.690 -1.441
H 0.005 2.154 -2.041
H 3.211 0.708 1.434
N 0.326 1.216 -2.245
H 3.882 -0.915 -0.383
C -3.608 -0.440 -0.410
H -4.996 0.884 0.046
H 3.193 1.390 -0.178
V -0.091 -0.289 -0.683
H -2.484 0.236 5.618
N -0.715 0.347 2.890
O -1.258 -3.623 4.517
N 1.274 1.045 0.574
H -6.387 -0.462 1.400
H 1.916 1.531 -3.643
H 2.288 1.852 -1.961
C 2.835 -0.733 -0.114
C -3.339 -1.590 0.554
C -1.892 -0.017 4.755
H -0.272 0.805 -2.959
C -0.095 -1.895 2.139
C 1.746 1.177 -2.622
C -1.495 -1.247 4.288
C -1.856 -2.529 4.955
C -5.632 -1.010 0.843
H -4.565 -2.289 2.244
N 1.932 -0.910 -1.254
H -1.509 1.894 3.936
H -5.595 -0.218 -1.115
*
```

Mulliken atomic charge list, values in e, 4 entries:
1. Se -0.722
2. H 0.379
3. C 0.310
4. H 0.119

=====

9.
# C14H26AlBBr2F4NO5S

A structure of composition C14H26AlBBr2F4NO5S (wB97M-V/def2-TZVPD, OMol25).

Calculated values
E_LUMO in eV: 1.608
Frontier orbital gap in eV: 9.200

Geometry as ORCA input:
```
! RIJCOSX wB97M-V def2-TZVPD def2/J DEFGRID3
* xyz -1 1
O 0.525 -0.708 -3.502
F -5.331 -2.073 3.331
Br -1.722 -1.761 1.119
F -7.517 -3.672 2.814
H 0.016 1.328 -3.674
H -0.499 2.271 0.910
H 2.583 -0.792 -2.244
H -1.847 0.687 1.266
O 6.122 -0.322 1.200
H 0.847 -3.025 -1.940
C 2.415 -1.563 -1.485
H -0.025 0.227 0.021
H -3.146 1.354 -0.659
C -1.446 0.429 -1.565
Al -6.007 -3.612 3.566
H 3.394 -1.778 0.441
Br -4.052 -0.785 -1.475
O -3.025 1.906 -2.972
B -1.771 1.375 -2.843
F -6.183 -3.892 5.223
H -1.302 2.852 -0.530
C 0.942 -2.005 -1.545
C 0.816 3.291 -0.363
H 4.530 0.047 -0.893
H 3.058 -2.407 -1.746
H 3.060 1.021 -0.719
H 1.629 2.987 0.299
H -3.106 2.374 -3.813
C -3.862 0.057 1.593
O -0.862 1.712 -3.797
H 0.524 4.299 -0.059
C -2.547 -0.016 0.814
N 4.085 0.770 1.076
C -0.390 2.358 -0.176
C 5.066 -0.089 1.706
H 4.041 0.049 3.584
H 0.468 -2.009 -0.564
C 3.668 0.244 -0.240
C -0.231 0.951 -0.774
C -2.702 0.357 -0.659
H -4.312 -0.923 1.754
F -4.980 -4.772 2.896
O -1.148 -0.915 -2.033
C 4.641 -0.669 3.026
S 1.466 3.416 -2.062
H -4.591 0.668 1.052
C 0.121 -1.149 -2.469
H -3.686 0.480 2.584
H 4.566 1.652 0.908
H 1.934 -0.775 0.485
H 5.520 -0.969 3.597
H 4.026 -1.555 2.834
H 0.658 0.961 -1.419
H 2.741 3.133 -1.775
C 2.824 -1.017 -0.104
*
```

Mulliken atomic charge list, values in e, 4 entries:
1. O -0.617
2. F -0.331
3. Br -0.074
4. F -0.398

=====

E (hartree)
-4328.6284; -4660.7017; -5784.6466; -2177.8274; -3026.0100; -1872.2368; -2348.8926; -4674.0540; -7193.5064